No. 1
# H8IP7

The molecule H8IP7 (ωB97M-V/def2-TZVPD, the OMol25 dataset).

Computed properties:
Lowest unoccupied orbital energy (alpha / beta) in eV: -1.67 / -1.67
Kohn-Sham gap (alpha / beta) in eV: 6.0097 / 6.0081
HOMO level (alpha / beta) in eV: -7.679 / -7.678
SMILES: PP(#[PH2])P=P(P)(P)I

ORCA input file:
```
! RIJCOSX wB97M-V def2-TZVPD def2/J DEFGRID3
* xyz 0 1
P 1.860 1.634 -2.556
P 1.228 0.087 -1.171
P 3.200 -0.337 -0.174
P 0.249 1.362 0.333
P -0.854 -0.282 1.295
P -1.721 -1.837 0.020
P -2.298 0.970 2.275
I -0.600 -2.071 3.233
H 0.935 1.289 -3.504
H 0.935 2.649 -1.984
H 3.368 -1.762 -0.519
H 2.351 -0.457 0.897
H -0.556 -2.171 -0.450
H -2.218 -0.858 -0.822
H -3.316 0.135 1.911
H -2.563 1.648 1.215
*
```

No. 2
# C2HBrCl3F

A cluster of 2 separate species, C2HBrCl3F in total (ωB97M-V/def2-TZVPD, the OMol25 dataset).

Computed properties:
Lowest unoccupied orbital energy (alpha / beta) in eV: -0.51 / -0.64
Kohn-Sham gap (alpha / beta) in eV: 8.4283 / 7.8760
HOMO level (alpha / beta) in eV: -8.935 / -8.520

ORCA input file:
```
! RIJCOSX wB97M-V def2-TZVPD def2/J DEFGRID3
* xyz 0 1
C -1.251 0.537 0.373
C 1.108 -0.616 -0.470
F 0.773 -1.485 -1.484
Cl -1.242 -0.019 1.889
Cl 1.417 -1.422 0.963
Cl 2.218 0.622 -1.036
Br -1.193 2.399 0.049
H -1.831 -0.015 -0.285
*
```

No. 3
# C6H6

The molecule C6H6 (ωB97M-V/def2-TZVPD, the OMol25 dataset).

Computed properties:
Lowest unoccupied orbital energy (alpha / beta) in eV: -0.35 / -0.58
Kohn-Sham gap (alpha / beta) in eV: 8.8196 / 7.8972
HOMO level (alpha / beta) in eV: -9.166 / -8.473

ORCA input file:
```
! RIJCOSX wB97M-V def2-TZVPD def2/J DEFGRID3
* xyz 0 1
C -0.576 0.573 0.518
C -0.048 -0.718 1.177
C -0.081 0.807 -0.848
C -1.496 1.376 1.017
C 0.653 -1.687 0.659
C 0.809 0.362 -1.674
H -1.870 2.142 0.300
H -1.874 1.049 1.956
H 1.050 -1.629 -0.340
H 0.904 -2.586 1.257
H 1.744 -0.170 -1.304
H 0.784 0.480 -2.721
*
```

Energy above the lowest of the compared OMol25 structures with the same formula, charge and spin
In order: 0.0; 115.3; 626.7
Unit: kJ/mol
M
In order: 351.8; 230.3; 78.1
Unit: g mol⁻¹